DFT (ωB97M-V with the def2-TZVPD basis set) results for the molecule C3H9NS at a distorted geometry.

orbital gap	9.43	eV
energy above the lowest of the compared OMol25 structures with the same formula, charge and spin	1.742	eV
E	-15580.5885	eV
multiplicity	1
total charge	0
HOMO	-8.41	eV

Each line ends with the Löwdin charge.
Positions of all 14 atoms, in Å:
1 C -0.823 -1.437 -1.815  -0.384
2 S -1.663 -0.973 -0.162  0.735
3 H 0.248 -1.108 -1.811  0.033
4 H -1.494 -1.157 -2.644  0.022
5 H -0.590 -2.512 -1.881  0.019
6 C 0.517 1.953 1.091  -0.104
7 C -0.051 -0.645 0.651  -0.635
8 N 0.624 0.576 0.485  -0.187
9 H -0.548 2.296 1.161  0.078
10 H 0.979 1.989 2.104  0.074
11 H 0.928 2.700 0.406  0.069
12 H -0.294 -0.744 1.742  0.067
13 H 0.646 -1.596 0.632  0.124
14 H 1.521 0.658 0.040  0.089

DFT (ωB97M-V with the def2-TZVPD basis set) results for a cluster of 2 separate species, C4H12N2O in total at a distorted geometry.

orbital gap	6.68	eV
energy above the lowest of the compared OMol25 structures with the same formula, charge and spin	2.637	eV
E	-9350.5168	eV
multiplicity	1
total charge	+2
HOMO	-16.41	eV

Each line ends with the Löwdin charge.
Positions of all 19 atoms, in Å:
1 C 4.904 -0.526 -2.253  0.000
2 C -3.138 1.183 1.212  0.074
3 C 0.192 -0.387 0.429  0.027
4 C -1.300 -0.344 0.235  -0.038
5 N 0.940 -0.563 -0.599  0.270
6 N -2.013 0.182 1.467  0.024
7 O 4.019 -0.373 -1.387  -0.070
8 H 5.916 -0.643 -2.019  0.083
9 H 4.615 -0.509 -3.261  0.076
10 H -3.859 0.730 0.607  0.098
11 H -3.700 1.485 2.200  0.179
12 H -2.533 1.925 0.848  0.076
13 H 0.586 -0.553 1.444  0.180
14 H 0.509 -0.445 -1.533  0.181
15 H -1.798 -1.251 -0.207  0.192
16 H -1.515 0.452 -0.497  0.153
17 H 1.986 -0.421 -0.813  0.167
18 H -1.322 0.532 2.101  0.165
19 H -2.490 -0.474 2.029  0.164

DFT (ωB97M-V with the def2-TZVPD basis set) results for a structure of composition C39H32ClGdN4O5S2 at a distorted geometry.

orbital gap (spin up / spin down)	6.40 / 5.56	eV
E	-112192.5500	eV
multiplicity	8
total charge	-2
HOMO (spin up / spin down)	-2.35 / -2.29	eV

Each line ends with the Löwdin charge.
Positions of all 84 atoms, in Å:
1 Gd -1.004 0.193 -0.234  1.509
2 O 0.528 0.269 1.494  -0.248
3 C 0.760 0.238 2.736  -0.355
4 C 2.069 0.533 3.235  -0.013
5 C 2.374 0.495 4.564  -0.124
6 C 1.397 0.183 5.516  -0.151
7 C 0.122 -0.092 5.086  -0.088
8 C -0.230 -0.084 3.731  -0.142
9 C -1.572 -0.410 3.368  -0.113
10 N -2.047 -0.439 2.184  -0.026
11 C -3.426 -0.792 2.026  -0.231
12 C -3.544 -1.903 0.974  -0.230
13 N -3.338 -1.324 -0.321  -0.003
14 C -4.170 -1.606 -1.248  -0.115
15 C -4.147 -1.049 -2.563  -0.153
16 C -5.152 -1.366 -3.484  -0.083
17 C -5.168 -0.838 -4.752  -0.147
18 C -4.165 0.069 -5.121  -0.122
19 C -3.164 0.403 -4.253  -0.016
20 C -3.082 -0.152 -2.935  -0.377
21 O -2.114 0.115 -2.170  -0.243
22 H 2.815 0.788 2.496  0.096
23 H 3.384 0.719 4.887  0.089
24 H 1.648 0.163 6.570  0.075
25 H -0.647 -0.329 5.816  0.094
26 H -2.234 -0.664 4.223  0.118
27 H -3.973 0.084 1.652  0.115
28 H -3.893 -1.118 2.978  0.107
29 H -4.532 -2.401 1.062  0.105
30 H -2.754 -2.641 1.161  0.113
31 H -4.995 -2.323 -1.055  0.120
32 H -5.946 -2.037 -3.168  0.095
33 H -5.946 -1.110 -5.454  0.076
34 H -4.182 0.499 -6.117  0.089
35 H -2.382 1.096 -4.532  0.114
36 C -0.784 -2.346 -3.138  -0.019
37 C 0.406 -1.641 -2.550  -0.328
38 N 0.741 -0.504 -3.036  0.072
39 N 1.930 0.033 -2.768  -0.092
40 C 2.192 0.974 -1.960  -1.114
41 S 1.201 1.871 -0.899  0.626
42 S 3.955 1.395 -1.966  0.823
43 C 4.258 0.982 -0.187  -0.444
44 C 5.619 0.419 0.012  -0.303
45 C 6.693 1.238 0.344  -0.054
46 C 7.954 0.704 0.535  -0.111
47 C 8.161 -0.657 0.393  -0.122
48 C 7.099 -1.480 0.058  -0.091
49 C 5.838 -0.947 -0.132  -0.028
50 C 1.215 -2.380 -1.544  -0.131
51 C 2.458 -2.875 -1.887  -0.060
52 C 3.245 -3.537 -0.957  -0.156
53 C 2.762 -3.687 0.336  -0.131
54 C 1.526 -3.198 0.701  -0.020
55 C 0.699 -2.505 -0.218  -0.387
56 O -0.464 -2.037 0.088  -0.227
57 H -1.235 -1.720 -3.904  0.072
58 H -1.516 -2.560 -2.360  0.074
59 H -0.456 -3.294 -3.573  0.083
60 H 3.486 0.261 0.078  0.071
61 H 4.109 1.906 0.370  0.067
62 H 6.535 2.301 0.451  0.109
63 H 8.780 1.350 0.801  0.090
64 H 9.149 -1.072 0.537  0.087
65 H 7.258 -2.543 -0.049  0.095
66 H 5.006 -1.584 -0.393  0.097
67 H 2.810 -2.739 -2.903  0.112
68 H 4.221 -3.912 -1.239  0.081
69 H 3.375 -4.185 1.082  0.088
70 H 1.181 -3.305 1.722  0.106
71 Cl -5.233 6.846 1.425  0.575
72 C -4.277 5.398 1.258  -0.707
73 C -4.047 4.611 2.391  -0.134
74 C -3.328 3.459 2.275  -0.007
75 C -2.786 3.009 1.023  -0.358
76 O -2.176 1.915 0.933  -0.162
77 C -2.993 3.893 -0.099  -0.127
78 C -2.379 3.558 -1.356  -0.213
79 O -1.689 2.583 -1.590  -0.075
80 C -3.745 5.064 0.040  -0.089
81 H -4.456 4.918 3.345  0.093
82 H -3.134 2.841 3.140  0.108
83 H -2.562 4.305 -2.161  0.122
84 H -3.897 5.710 -0.816  0.103

DFT (ωB97M-V with the def2-TZVPD basis set) results for a structure of composition C4H4I2 at a distorted geometry.

orbital gap	8.77	eV
energy above the lowest of the compared OMol25 structures with the same formula, charge and spin	2.444	eV
E	-20409.9768	eV
multiplicity	1
total charge	0
HOMO	-8.59	eV

Each line ends with the Löwdin charge.
Positions of all 10 atoms, in Å:
1 C 0.525 -0.189 -1.460  -0.059
2 C 1.324 -0.486 -0.440  -0.834
3 C 0.274 0.355 -0.174  -0.844
4 C -1.246 -0.110 0.914  -0.064
5 I 3.016 -1.368 0.303  0.892
6 I 0.430 2.521 0.236  0.646
7 H 0.066 -0.231 -2.523  0.155
8 H -1.577 -1.176 0.660  0.060
9 H -1.964 0.696 0.564  0.030
10 H -0.848 -0.014 1.920  0.019